1.
{
  "formula": "C35H63AsBr2N3O2SSi4Zr",
  "method": "ωB97M-V/def2-TZVPD",
  "gap_ha": 0.252,
  "charge": 1,
  "fmax_ev_per_a": 0.548,
  "total_energy_ev": -290432.0426,
  "relative_energy_kj_mol": 0.0,
  "homo_ev": -9.7,
  "lumo_energy_ev": -2.9,
  "symbols": ["Zr", "C", "C", "C", "C", "N", "N", "H", "H", "H", "H", "H", "H", "H", "H", "H", "H", "H", "H", "Br", "C", "C", "C", "C", "C", "C", "C", "O", "O", "H", "H", "H", "H", "C", "C", "C", "C", "C", "C", "C", "H", "H", "H", "H", "H", "H", "H", "Br", "C", "C", "C", "N", "C", "C", "H", "H", "H", "H", "C", "As", "C", "C", "S", "H", "H", "H", "H", "H", "H", "H", "H", "H", "C", "Si", "C", "C", "Si", "Si", "C", "C", "C", "Si", "C", "C", "C", "H", "H", "H", "H", "H", "H", "H", "H", "H", "H", "H", "H", "H", "H", "H", "H", "H", "H", "H", "H", "H", "H", "H", "H", "H", "H", "H"],
  "positions_angstrom": [[0.56, -0.14, 0.16], [-4.15, 1.26, -1.63], [-3.96, 0.48, -0.33], [-4.88, -0.74, -0.33], [-4.26, 1.35, 0.89], [-2.58, -0.05, -0.20], [-1.55, 0.93, -0.22], [-5.19, 1.57, -1.73], [-3.91, 0.63, -2.49], [-3.55, 2.16, -1.68], [-5.92, -0.42, -0.35], [-4.70, -1.35, 0.57], [-4.69, -1.38, -1.19], [-5.30, 1.68, 0.86], [-3.65, 2.25, 0.94], [-4.11, 0.78, 1.81], [-2.41, -0.72, -0.95], [-1.64, 1.51, 0.62], [-1.61, 1.58, -1.01], [1.44, -7.52, 1.93], [1.53, -6.29, 0.50], [1.90, -6.73, -0.76], [1.94, -5.84, -1.83], [1.60, -4.51, -1.63], [1.24, -4.08, -0.36], [1.21, -4.96, 0.72], [0.90, -2.67, -0.13], [0.67, -2.21, 1.03], [0.87, -1.84, -1.11], [2.16, -7.77, -0.91], [2.23, -6.19, -2.81], [1.62, -3.80, -2.44], [0.92, -4.61, 1.70], [2.80, -0.16, 0.60], [3.64, -0.35, -0.63], [4.06, -1.63, -1.02], [4.79, -1.82, -2.18], [5.12, -0.75, -2.99], [4.72, 0.53, -2.61], [3.99, 0.72, -1.45], [3.12, 0.72, 1.14], [2.93, -1.03, 1.26], [3.81, -2.48, -0.39], [5.10, -2.82, -2.45], [5.70, -0.90, -3.89], [4.98, 1.38, -3.23], [3.67, 1.72, -1.18], [-0.84, -1.22, 6.73], [-0.57, -0.67, 4.96], [-1.47, -1.04, 3.97], [-1.22, -0.61, 2.68], [-0.14, 0.10, 2.35], [0.73, 0.45, 3.31], [0.54, 0.09, 4.63], [-2.34, -1.64, 4.19], [-1.90, -0.87, 1.88], [1.59, 1.03, 3.00], [1.25, 0.40, 5.38], [-4.10, -5.64, -2.31], [-3.16, -5.24, -0.68], [-1.91, -6.68, -0.42], [-4.47, -5.42, 0.73], [-2.24, -3.36, -0.70], [-4.52, -6.64, -2.26], [-3.40, -5.56, -3.14], [-4.90, -4.91, -2.44], [-2.42, -7.64, -0.51], [-1.46, -6.58, 0.56], [-1.13, -6.59, -1.18], [-4.86, -6.44, 0.75], [-5.28, -4.72, 0.54], [-3.99, -5.18, 1.68], [-0.02, 5.84, 1.49], [-0.65, 4.12, 1.06], [-1.43, 3.37, 2.62], [-2.13, 4.52, -0.06], [1.03, 2.67, 0.17], [0.89, 2.64, -2.20], [-0.69, 3.30, -3.01], [2.31, 3.44, -3.13], [0.83, 0.78, -2.63], [2.93, 3.77, 1.07], [4.62, 2.94, 1.08], [3.18, 5.41, 0.18], [2.59, 4.02, 2.92], [-0.82, 6.34, 2.05], [0.14, 6.41, 0.58], [0.88, 5.88, 2.09], [-2.42, 3.80, 2.78], [-0.84, 3.59, 3.51], [-1.54, 2.28, 2.58], [-2.80, 5.13, 0.56], [-2.71, 3.67, -0.41], [-1.86, 5.13, -0.92], [-0.97, 4.32, -2.75], [-1.56, 2.66, -2.86], [-0.49, 3.29, -4.09], [2.23, 4.53, -3.06], [2.28, 3.17, -4.19], [3.29, 3.16, -2.74], [-0.09, 0.26, -2.30], [1.71, 0.24, -2.26], [0.84, 0.60, -3.71], [5.05, 2.66, 0.12], [4.65, 2.06, 1.73], [5.29, 3.68, 1.53], [3.59, 5.22, -0.82], [3.90, 6.03, 0.72], [2.26, 5.98, 0.05], [3.24, 3.35, 3.49], [1.56, 3.82, 3.23], [2.83, 5.04, 3.24]]
}



2.
{
  "formula": "C35H63F7N14O49",
  "method": "ωB97M-V/def2-TZVPD",
  "gap_ha": 0.337,
  "fmax_ev_per_a": 7.499,
  "total_energy_ev": -177485.6898,
  "homo_ev": -10.1,
  "lumo_energy_ev": -0.9,
  "symbols": ["C", "C", "O", "C", "O", "O", "F", "H", "H", "H", "C", "C", "O", "C", "O", "O", "F", "H", "H", "H", "C", "C", "O", "C", "O", "O", "F", "H", "H", "H", "C", "C", "O", "C", "O", "O", "F", "H", "H", "H", "C", "C", "O", "C", "O", "O", "F", "H", "H", "H", "C", "C", "O", "C", "O", "O", "F", "H", "H", "H", "C", "C", "O", "C", "O", "O", "F", "H", "H", "H", "C", "N", "O", "O", "H", "H", "H", "C", "N", "O", "O", "H", "H", "H", "C", "N", "O", "O", "H", "H", "H", "C", "N", "O", "O", "H", "H", "H", "C", "N", "O", "O", "H", "H", "H", "C", "N", "O", "O", "H", "H", "H", "C", "N", "O", "O", "H", "H", "H", "C", "N", "O", "O", "H", "H", "H", "C", "N", "O", "O", "H", "H", "H", "C", "N", "O", "O", "H", "H", "H", "C", "N", "O", "O", "H", "H", "H", "C", "N", "O", "O", "H", "H", "H", "C", "N", "O", "O", "H", "H", "H", "C", "N", "O", "O", "H", "H", "H"],
  "positions_angstrom": [[-4.79, -2.28, -3.32], [-5.50, -1.56, -4.38], [-5.14, -2.26, -5.58], [-4.13, -3.12, -5.28], [-3.47, -3.80, -6.05], [-3.87, -3.11, -3.95], [-4.99, -0.38, -4.55], [-5.43, -2.89, -2.68], [-4.41, -1.56, -2.60], [-6.58, -1.43, -4.27], [3.56, 3.48, 6.14], [4.69, 2.79, 5.54], [4.05, 1.88, 4.68], [2.82, 2.30, 4.43], [1.95, 1.62, 3.79], [2.58, 3.35, 5.09], [5.34, 2.24, 6.60], [3.74, 4.55, 6.26], [3.31, 2.82, 6.97], [5.35, 3.50, 5.05], [-3.94, 0.86, 2.00], [-3.91, 1.77, 3.18], [-5.32, 1.78, 3.58], [-6.08, 1.09, 2.64], [-7.26, 1.02, 2.68], [-5.28, 0.46, 1.84], [-3.47, 2.91, 2.80], [-3.33, -0.02, 2.20], [-3.46, 1.30, 1.12], [-3.32, 1.44, 4.04], [-0.63, -2.24, -5.98], [0.75, -1.62, -6.05], [0.92, -1.15, -7.39], [-0.01, -1.59, -8.17], [-0.05, -1.52, -9.36], [-0.90, -2.32, -7.42], [1.66, -2.57, -5.87], [-1.28, -1.52, -5.47], [-0.62, -3.10, -5.30], [0.96, -0.72, -5.46], [2.19, -5.48, 2.06], [1.40, -4.99, 0.88], [1.95, -3.71, 0.83], [2.12, -3.24, 2.06], [2.09, -2.04, 2.40], [2.21, -4.34, 2.89], [0.08, -4.93, 1.28], [3.23, -5.72, 1.85], [1.61, -6.26, 2.56], [1.48, -5.62, 0.00], [-6.90, 1.94, -1.09], [-6.07, 3.15, -0.89], [-4.90, 2.83, -1.49], [-4.75, 1.54, -1.53], [-3.70, 0.94, -1.55], [-5.96, 0.91, -1.15], [-5.82, 3.34, 0.46], [-7.42, 1.99, -2.05], [-7.77, 1.78, -0.45], [-6.46, 4.07, -1.32], [1.19, 0.29, -0.03], [-0.23, -0.47, -0.14], [-0.99, 0.41, 0.57], [-0.29, 1.19, 1.40], [-0.73, 2.01, 2.19], [1.01, 1.07, 1.12], [-0.23, -1.65, 0.48], [1.49, 0.90, -0.88], [1.94, -0.48, 0.14], [-0.52, -0.58, -1.18], [4.13, 2.11, 0.83], [5.64, 2.25, 0.99], [6.05, 2.95, 1.88], [6.33, 1.80, 0.11], [3.93, 2.84, 0.05], [3.58, 2.43, 1.71], [3.91, 1.13, 0.42], [-2.40, 1.84, -4.58], [-1.12, 1.01, -4.66], [-0.26, 1.34, -5.49], [-0.92, 0.14, -3.89], [-2.78, 2.16, -5.56], [-2.20, 2.66, -3.89], [-3.20, 1.15, -4.31], [2.64, 5.26, -4.33], [3.09, 5.02, -2.95], [3.17, 5.93, -2.13], [3.23, 3.87, -2.64], [3.22, 6.05, -4.81], [1.62, 5.59, -4.15], [2.56, 4.38, -4.96], [-0.32, 5.17, 0.39], [0.25, 4.29, -0.75], [1.28, 3.60, -0.61], [-0.52, 4.14, -1.64], [-0.74, 6.11, 0.03], [0.46, 5.22, 1.15], [-1.11, 4.51, 0.75], [-0.06, 4.70, 4.49], [-1.50, 4.93, 4.76], [-2.01, 4.37, 5.72], [-2.16, 5.57, 3.85], [0.31, 5.23, 3.61], [0.08, 3.63, 4.34], [0.43, 5.06, 5.40], [4.16, -1.66, 4.59], [4.57, -3.05, 4.83], [5.08, -3.73, 4.06], [4.32, -3.55, 5.96], [4.81, -1.03, 5.21], [3.11, -1.60, 4.88], [4.24, -1.42, 3.53], [3.18, 1.13, -4.23], [3.91, 0.60, -3.01], [3.32, 0.21, -1.99], [5.08, 0.47, -3.21], [2.13, 0.82, -4.31], [3.58, 0.71, -5.15], [3.48, 2.17, -4.34], [6.09, -1.58, 0.58], [5.89, -2.66, -0.48], [5.28, -3.65, -0.13], [6.44, -2.50, -1.61], [7.01, -1.83, 1.09], [5.18, -1.52, 1.18], [6.06, -0.67, -0.02], [2.66, -3.31, -2.93], [1.17, -3.41, -2.89], [0.69, -4.52, -2.90], [0.50, -2.35, -2.94], [3.03, -4.25, -2.52], [2.93, -2.43, -2.36], [2.93, -3.31, -3.99], [-2.56, -4.62, 2.76], [-1.84, -5.41, 3.81], [-0.91, -6.16, 3.35], [-2.29, -5.38, 5.00], [-2.34, -3.56, 2.88], [-3.63, -4.62, 3.00], [-2.35, -5.08, 1.79], [-0.34, -0.70, 4.00], [-0.24, -1.71, 5.03], [-1.20, -2.45, 5.19], [0.85, -1.74, 5.63], [0.13, -1.09, 3.10], [0.12, 0.23, 4.34], [-1.39, -0.49, 3.82], [-2.47, -5.28, -1.76], [-3.39, -6.08, -2.59], [-4.55, -5.70, -2.79], [-3.08, -7.13, -3.01], [-2.69, -5.57, -0.74], [-2.41, -4.23, -2.07], [-1.44, -5.60, -1.92], [4.12, 5.89, 0.66], [4.04, 5.75, 2.13], [4.58, 6.55, 2.85], [3.39, 4.82, 2.58], [5.17, 5.68, 0.46], [3.87, 6.90, 0.32], [3.56, 5.16, 0.09], [-6.54, -2.26, 0.88], [-5.34, -3.14, 0.62], [-4.33, -2.89, 1.26], [-5.33, -3.88, -0.34], [-6.42, -1.44, 0.16], [-6.47, -1.82, 1.88], [-7.49, -2.75, 0.70]]
}



3.
{
  "formula": "C35H63FI3NO8PS",
  "method": "ωB97M-V/def2-TZVPD",
  "gap_ha": 0.234,
  "charge": -1,
  "fmax_ev_per_a": 2.901,
  "total_energy_ev": -102329.2592,
  "homo_ev": -4.4,
  "lumo_energy_ev": 2.0,
  "symbols": ["C", "C", "I", "C", "C", "C", "C", "C", "C", "C", "C", "C", "C", "O", "S", "O", "O", "C", "C", "O", "O", "P", "C", "C", "C", "C", "N", "C", "I", "C", "C", "I", "C", "C", "F", "H", "H", "H", "H", "H", "H", "H", "H", "H", "H", "H", "H", "H", "H", "H", "H", "H", "H", "H", "H", "H", "H", "H", "H", "H", "H", "H", "H", "H", "H", "H", "H", "H", "C", "C", "O", "C", "C", "H", "H", "H", "H", "H", "H", "H", "H", "H", "H", "C", "C", "O", "C", "C", "H", "H", "H", "H", "H", "H", "H", "H", "H", "H", "C", "C", "O", "C", "C", "H", "H", "H", "H", "H", "H", "H", "H", "H", "H"],
  "positions_angstrom": [[2.96, 0.81, 0.00], [1.55, 0.91, -0.65], [0.45, 2.24, 0.65], [0.88, -0.50, -0.70], [0.13, -0.78, -2.02], [1.06, -0.66, -3.27], [2.58, -0.82, -3.17], [3.18, -2.17, -2.85], [3.83, -2.40, -1.63], [4.41, -3.63, -1.32], [4.37, -4.67, -2.24], [3.77, -4.45, -3.48], [3.19, -3.22, -3.77], [-0.71, 0.42, -2.17], [-2.28, 0.53, -1.88], [-2.84, 1.10, -3.07], [-2.47, 1.39, -0.74], [-2.95, -1.18, -1.54], [-4.50, -1.24, -1.79], [-5.12, -0.26, -2.21], [-5.00, -2.31, -1.39], [-2.87, -1.18, 0.37], [-2.89, -2.75, 1.27], [-4.40, -0.35, 0.97], [-2.09, -2.15, -2.43], [-2.71, -3.56, -2.40], [-2.51, -4.34, -1.17], [-2.16, -1.62, -3.91], [-1.31, -2.95, -5.47], [-3.54, -1.27, -4.48], [-4.54, -2.40, -4.74], [-3.13, -0.34, -6.44], [-0.61, -2.15, -1.94], [0.24, -3.30, -2.46], [-0.60, -2.48, -0.57], [3.75, 0.85, -0.76], [3.13, 1.61, 0.70], [3.01, -0.11, 0.57], [1.65, 1.33, -1.64], [1.58, -1.28, -0.45], [0.15, -0.47, 0.10], [0.91, 0.34, -3.67], [0.71, -1.29, -4.07], [3.08, -0.08, -2.55], [2.95, -0.59, -4.17], [3.88, -1.61, -0.90], [4.89, -3.74, -0.36], [4.81, -5.62, -1.97], [3.73, -5.24, -4.21], [2.71, -3.07, -4.73], [-3.07, -2.53, 2.32], [-1.97, -3.32, 1.23], [-3.67, -3.44, 0.95], [-4.57, 0.55, 0.40], [-4.23, -0.16, 2.02], [-5.24, -1.04, 0.88], [-2.29, -4.18, -3.19], [-3.77, -3.53, -2.59], [-3.41, -4.60, -0.79], [-1.97, -5.18, -1.34], [-1.53, -0.76, -4.09], [-4.06, -0.45, -3.98], [-4.15, -3.40, -4.60], [-4.96, -2.35, -5.73], [-5.38, -2.27, -4.05], [0.67, -3.17, -3.44], [1.07, -3.44, -1.78], [-0.31, -4.24, -2.45], [0.61, 9.00, 0.05], [1.07, 7.61, 0.45], [0.24, 6.98, 1.41], [-1.11, 6.78, 1.02], [-1.27, 5.91, -0.21], [0.53, 9.65, 0.93], [1.32, 9.45, -0.65], [-0.36, 8.99, -0.44], [2.06, 7.68, 0.92], [1.19, 6.97, -0.43], [-1.62, 7.74, 0.90], [-1.58, 6.28, 1.88], [-0.83, 6.38, -1.10], [-2.33, 5.75, -0.42], [-0.79, 4.95, -0.07], [-1.22, -5.72, 3.37], [-1.00, -4.40, 4.09], [-2.13, -3.95, 4.81], [-2.61, -4.80, 5.83], [-1.60, -5.07, 6.93], [-2.06, -5.65, 2.69], [-0.33, -5.99, 2.80], [-1.42, -6.54, 4.07], [-0.78, -3.63, 3.36], [-0.13, -4.46, 4.76], [-2.99, -5.74, 5.41], [-3.48, -4.28, 6.26], [-0.72, -5.60, 6.55], [-2.05, -5.69, 7.71], [-1.26, -4.14, 7.38], [2.51, 5.60, 3.72], [3.53, 4.59, 3.22], [4.42, 5.11, 2.24], [5.22, 6.20, 2.64], [6.13, 5.90, 3.82], [1.93, 6.00, 2.89], [1.83, 5.13, 4.43], [2.99, 6.45, 4.23], [3.00, 3.77, 2.74], [4.09, 4.16, 4.06], [4.59, 7.08, 2.85], [5.83, 6.45, 1.77], [5.56, 5.66, 4.72], [6.75, 6.77, 4.04], [6.78, 5.05, 3.60]]
}